The following is a quantum chemistry calculation of CH2N4O in the gas phase in a non-equilibrium geometry, from the Open Molecules 2025 dataset.

```
8
Properties=species:S:1:pos:R:3:forces:R:3
N -0.06762 0.51572 -1.46259 0.145 -0.369 -0.608
C 0.09532 -0.21125 -0.40603 0.021 -0.072 -0.160
N 0.43425 -1.40053 0.13579 -0.088 0.348 -0.370
O 0.27296 -1.17310 1.51481 -0.083 0.225 0.166
N -0.12712 0.04114 1.80345 -0.035 0.253 -0.560
N -0.22978 0.60621 0.67359 0.048 -0.129 -0.103
H 0.09269 0.14507 -2.37644 0.196 -0.540 -0.202
H -0.47070 1.47675 0.11742 -0.205 0.283 1.837
```
Positions in Å, forces in eV/Å.

Results
Relative energy (zero: lowest compared OMol25 entry of this formula, charge and spin) (kcal/mol): 96.31
Net charge: 0
Kohn-Sham gap (eV): 8.239



The following is a quantum chemistry calculation of 2 unconnected molecules or ions with the total composition C2H5O2S in a non-equilibrium geometry, from the Open Molecules 2025 dataset.

```
10
Properties=species:S:1:pos:R:3:forces:R:3
S 2.11574 -0.27614 -1.07305 -0.581 -0.443 -0.818
H 2.10963 -1.21555 -2.06196 0.239 0.354 0.418
H 0.70154 -0.31014 -1.06435 0.351 -0.041 0.563
O -0.87656 -0.73452 -0.32623 0.538 2.357 1.506
C -1.00818 0.25278 0.54992 -1.691 -2.359 -2.288
O -0.49912 1.37336 0.56614 0.588 -0.221 -0.066
C -2.11734 -0.05348 1.59194 1.640 0.249 0.603
H -1.66023 -0.83314 2.24192 -0.566 0.489 -0.077
H -2.20261 0.91096 2.10931 -0.557 -0.511 0.319
H -3.04163 -0.44045 1.17345 0.039 0.127 -0.159
```
Positions in Å, forces in eV/Å.

Results
Relative energy (zero: lowest compared OMol25 entry of this formula, charge and spin) (kcal/mol): 8.03
Net charge: -1
Kohn-Sham gap (eV): 8.032



The following is a quantum chemistry calculation of a molecular structure, C5H10CdO2 in a non-equilibrium geometry, from the Open Molecules 2025 dataset.

```
18
Properties=species:S:1:pos:R:3:forces:R:3
C 3.14829 0.48214 0.49044 0.173 -0.140 0.134
O 1.84807 0.65373 -0.05129 0.543 -1.303 0.093
C 0.92390 -0.33816 0.35885 0.568 -0.170 0.295
C -0.27644 -0.29276 -0.55688 -0.920 -0.149 -1.084
O -1.42544 -0.50541 0.23764 0.103 -0.533 0.523
C -2.60222 -0.67967 -0.41050 -0.434 1.216 -0.491
C -3.77185 -0.38302 0.15870 0.197 0.431 -0.405
H 3.11472 0.44034 1.58942 0.008 0.020 -0.211
H 3.59409 -0.44507 0.10445 -0.022 0.198 0.086
H 0.68863 -0.21797 1.42864 -0.376 0.231 -0.367
H 1.38697 -1.33559 0.29020 0.019 0.212 -0.107
H -0.14566 -1.03300 -1.35990 -0.238 -0.577 0.425
H -0.47701 0.57856 -1.19875 0.746 0.593 0.808
H -2.50907 -0.80592 -1.49511 -0.105 -0.715 0.330
H -3.82071 0.17014 1.09706 0.036 -0.659 0.026
H -4.68190 -0.45898 -0.43319 0.265 -0.103 0.175
H 3.74906 1.34630 0.18108 -0.151 -0.246 0.062
Cd 1.25656 2.82435 -0.43088 -0.411 1.695 -0.294
```
Positions in Å, forces in eV/Å.

Results
Relative energy (zero: lowest compared OMol25 entry of this formula, charge and spin) (kcal/mol): 0.00
Net charge: 0
Kohn-Sham gap (eV): 7.776



The following is a quantum chemistry calculation of 12 unconnected molecules or ions with the total composition C4H33NO11 in a non-equilibrium geometry, from the Open Molecules 2025 dataset.

```
49
Properties=species:S:1:pos:R:3:forces:R:3
C -0.34162 -2.56388 -1.12860 -2.293 0.253 -2.905
C 0.46602 -2.78646 0.09287 2.620 -1.821 -0.352
C -0.20099 -2.22966 1.32957 -2.750 -0.169 0.992
C -0.48068 -0.68775 1.26464 -1.664 -1.384 -0.487
N 0.62385 0.16308 0.87094 2.175 -1.199 0.141
H -0.34726 -3.24439 -2.03481 0.815 0.004 1.369
H -0.18010 -1.60912 -1.64093 0.263 0.250 0.444
H -1.42611 -2.53641 -0.92284 0.411 -0.252 0.416
H 0.67294 -3.94549 0.17153 -0.287 2.292 0.274
H 1.48875 -2.28116 -0.13891 -1.598 -1.059 0.864
H -1.30065 -2.62972 1.40021 1.700 0.294 -0.490
H 0.15374 -2.60633 2.28626 0.933 0.353 -0.217
H -0.88282 -0.32073 2.23921 0.058 -0.942 -0.725
H -1.39251 -0.72377 0.54975 1.658 1.094 0.796
H 0.50733 0.54806 -0.02872 -0.666 0.897 -1.081
H 1.50362 -0.39436 0.64778 -1.566 0.528 1.007
O 2.65942 0.58643 -1.28748 0.628 2.713 -0.118
H 2.87989 0.97413 -2.17291 -0.482 -0.929 0.333
H 2.70097 1.45120 -0.78827 -0.509 -1.183 -0.201
O -1.16735 2.98423 1.67110 -0.411 -0.492 -0.209
H -1.02765 2.80813 2.62924 -0.359 0.073 -0.869
H -1.67861 2.19659 1.36809 0.534 0.770 0.373
O 1.33459 3.49132 -0.20184 -3.433 -0.846 -0.401
H 1.96079 3.64694 0.48331 0.236 0.213 1.171
H 0.37465 3.33437 0.20772 3.237 0.459 -0.590
O -0.90021 0.77666 -2.68003 0.693 -0.190 0.625
H -0.75576 1.14420 -1.77604 -0.137 -0.024 -0.713
H -1.48988 1.43296 -3.04245 -0.414 0.501 -0.274
O 1.62908 0.90527 -3.85523 -0.602 -1.235 0.643
H 0.83352 1.45318 -3.73878 0.413 -0.238 -0.034
H 1.32152 0.05860 -3.41559 0.517 1.442 -0.833
O -3.68664 0.90103 0.69079 -0.749 1.063 -1.928
H -3.86563 0.20492 0.04198 0.189 0.039 -0.267
H -3.55463 0.43293 1.47008 0.422 -1.138 2.425
O 2.77883 -2.35127 2.35089 -0.264 1.214 2.063
H 2.86800 -1.47677 2.84921 -0.043 -1.866 -1.465
H 2.99862 -2.21381 1.42438 0.375 0.621 -0.099
O -2.79595 -0.57910 -1.45228 -0.790 3.855 -0.096
H -2.67449 -1.46758 -1.49899 0.341 -3.977 -0.226
H -2.10634 -0.19533 -2.04194 -0.257 -0.111 0.235
O 3.67946 -1.46439 -0.01515 -0.339 2.559 4.890
H 3.46439 -0.55952 -0.27544 0.048 -0.134 -0.843
H 3.80336 -1.99345 -0.71029 0.740 -2.786 -4.450
O -2.09713 2.36575 -1.03001 -0.408 0.273 0.598
H -2.11187 3.11549 -0.40312 -0.046 -0.449 -0.461
H -2.75636 1.72926 -0.66602 0.548 0.620 -0.008
O -0.87391 1.37835 3.75951 -1.555 -0.708 -0.303
H -0.45480 0.96725 3.00609 0.262 -0.367 -0.553
H -0.15337 1.81012 4.14152 1.805 1.119 1.536
```
Positions in Å, forces in eV/Å.

Results
Structure (SMILES): CCCCN.O.O.O.O.O.O.O.O.O.O.O
Relative energy (zero: lowest compared OMol25 entry of this formula, charge and spin) (kcal/mol): 36.87
Net charge: 0
Kohn-Sham gap (eV): 9.876



Q: Which of these has the lowest relative energy (zero: lowest compared OMol25 entry of this formula, charge and spin)?
A: C5H10CdO2